Arrangement A

Molecular formula: C3H10O2
Method: DFT, ωB97M-V/def2-TZVPD

Structure (XYZ):
```
15
Properties=species:S:1:pos:R:3:mulliken_charge:R:1
C -0.129 -1.365 0.632 -0.97
C 0.460 -0.119 -0.126 0.38
C 2.065 -0.006 -0.174 -1.21
O 0.010 -0.278 -1.542 -0.52
H -1.212 -1.633 0.274 0.27
H 0.517 -2.234 0.279 0.27
H -0.002 -1.361 1.805 0.28
H 0.302 0.883 0.321 0.25
H 2.677 0.222 0.806 0.29
H 2.418 -0.850 -0.752 0.32
H 2.259 0.825 -0.820 0.34
H -0.498 0.533 -1.675 0.31
O -3.189 1.553 0.461 -0.64
H -3.310 2.161 -0.362 0.33
H -2.367 1.669 0.873 0.31
```

HOMO energy	-0.3831	hartree
charge	0



Arrangement B

Molecular formula: C3H10O2
Method: DFT, ωB97M-V/def2-TZVPD

Structure (XYZ):
```
15
Properties=species:S:1:pos:R:3:mulliken_charge:R:1
C 0.843 -0.269 -2.057 -1.16
C 0.820 -0.290 -0.537 0.71
C 2.140 0.021 0.126 -1.45
O 0.318 -1.571 -0.116 -0.54
H 0.020 0.285 -2.505 0.29
H 0.805 -1.308 -2.407 0.31
H 1.803 0.078 -2.430 0.31
H 0.057 0.432 -0.233 0.14
H 2.473 1.048 0.055 0.35
H 2.928 -0.618 -0.301 0.36
H 2.082 -0.280 1.181 0.40
H 0.737 -1.791 0.719 0.28
O -5.055 1.632 3.157 -0.64
H -4.903 0.685 3.108 0.32
H -5.068 1.944 2.241 0.32
```

HOMO energy	-0.3750	hartree
charge	0



Arrangement C

Molecular formula: C3H10O2
Method: DFT, ωB97M-V/def2-TZVPD

Structure (XYZ):
```
15
Properties=species:S:1:pos:R:3:mulliken_charge:R:1
C 0.952 -0.385 -1.225 -0.94
C 1.159 0.148 -0.018 0.16
C 1.688 -0.663 1.135 -0.97
H 0.677 0.292 -2.024 0.30
H 1.070 -1.443 -1.411 0.26
H 1.099 1.223 0.070 0.37
H 2.518 -0.132 1.611 0.29
H 2.081 -1.633 0.843 0.32
H 0.917 -0.762 1.903 0.22
O -1.329 2.204 0.249 -0.60
H -2.210 2.624 0.247 0.31
H -1.457 1.529 0.894 0.30
O -2.447 -1.097 -1.139 -0.64
H -1.878 -0.415 -0.777 0.32
H -2.840 -1.488 -0.358 0.31
```

HOMO energy	-0.3520	hartree
charge	0



Least stable of them? arrangement A.



Arrangement A

Molecular formula: C4H3N2O3
Method: DFT, ωB97M-V/def2-TZVPD

Structure (XYZ):
```
12
Properties=species:S:1:pos:R:3:mulliken_charge:R:1
C -0.129 0.473 -0.146 -0.65
C -1.268 0.532 -1.036 0.25
C 0.451 -0.624 0.331 0.30
C -0.796 -2.449 -0.709 0.47
N -1.954 -0.457 -1.469 -0.74
N 0.020 -1.968 0.129 0.34
O -1.138 -3.387 -1.345 -0.44
O 1.560 -0.695 1.129 -0.56
O 0.793 -2.892 0.832 -0.84
H 0.537 1.332 0.008 0.24
H -1.595 1.664 -1.153 0.21
H 1.781 -1.701 1.196 0.43
```

HOMO energy (spin up / spin down)	-0.1302 / -0.1302	hartree
charge	-1



Arrangement B

Molecular formula: C4H3N2O3
Method: DFT, ωB97M-V/def2-TZVPD

Structure (XYZ):
```
12
Properties=species:S:1:pos:R:3:mulliken_charge:R:1
C -1.643 -0.079 -0.214 -0.84
N -0.318 -0.042 0.241 0.13
C 0.617 -0.991 -0.156 0.54
O 0.435 -2.144 -0.532 -0.66
C 1.976 -0.285 0.039 0.39
O 3.013 -0.840 -0.167 -0.55
N 1.677 1.123 0.357 -0.72
C 0.399 1.212 0.507 0.52
O -0.205 2.200 0.899 -0.66
H -2.013 0.986 -0.217 0.33
H -1.570 -0.585 -1.199 0.30
H -2.370 -0.555 0.441 0.21
```

HOMO energy	-0.1781	hartree
charge	-1



Least stable of them? arrangement A.



Arrangement A

Molecular formula: C4H12N2O2
Method: DFT, ωB97M-V/def2-TZVPD

Structure (XYZ):
```
20
Properties=species:S:1:pos:R:3:mulliken_charge:R:1
C 1.238 -1.005 -1.209 -1.13
C 1.316 0.348 -0.405 0.51
N 2.134 1.346 -1.059 -0.74
C -0.050 0.945 -0.280 -1.02
N -0.824 0.060 0.625 -0.04
C -0.487 -0.150 2.026 -0.07
O 0.287 0.654 2.632 -0.56
H 1.511 -0.788 -2.263 0.33
H 1.889 -1.744 -0.864 0.33
H 0.227 -1.360 -1.231 0.20
H 1.838 0.198 0.606 0.34
H 1.720 1.593 -1.982 0.25
H 3.005 0.946 -1.290 0.25
H -0.011 2.055 0.159 0.23
H -0.623 0.966 -1.150 0.48
H -1.739 -0.477 0.194 0.22
H -0.915 -0.967 2.547 0.41
O -3.077 -1.525 -1.326 -0.67
H -2.969 -1.887 -2.259 0.32
H -2.890 -2.242 -0.664 0.34
```

HOMO energy	-0.3406	hartree
charge	0



Arrangement B

Molecular formula: C4H12N2O2
Method: DFT, ωB97M-V/def2-TZVPD

Structure (XYZ):
```
20
Properties=species:S:1:pos:R:3:mulliken_charge:R:1
N -1.840 1.938 0.848 -0.57
C -0.996 1.536 -0.262 -0.81
C -1.205 0.190 -0.917 -0.38
C -0.513 -0.913 -0.121 -0.75
C 0.960 -1.083 -0.509 0.49
N 1.119 -1.963 -1.551 -0.38
O 1.912 -0.600 0.060 -0.59
H -1.650 1.322 1.638 0.28
H -2.816 1.754 0.631 0.26
H 0.073 1.759 -0.121 0.33
H -1.148 2.337 -1.020 0.34
H -0.789 0.197 -1.937 0.32
H -2.260 -0.006 -1.143 0.37
H -0.912 -1.913 -0.282 0.30
H -0.649 -0.797 0.953 0.36
H 2.018 -2.393 -1.691 0.23
H 0.416 -2.316 -2.175 0.19
O 2.947 0.368 2.916 -0.64
H 3.044 -0.306 2.237 0.34
H 2.289 0.888 2.445 0.31
```

HOMO energy	-0.3585	hartree
charge	0



Least stable of them? arrangement A.



Arrangement A

Molecular formula: C4H12N2O2
Method: DFT, ωB97M-V/def2-TZVPD

Structure (XYZ):
```
20
Properties=species:S:1:pos:R:3:mulliken_charge:R:1
C -1.154 1.657 0.575 -0.99
N -1.088 0.399 -0.142 -0.02
C -2.063 0.257 -1.208 -1.03
C -0.726 -0.781 0.575 0.16
O -1.032 -1.898 0.211 -0.57
H -2.118 1.801 1.073 0.34
H -0.366 1.678 1.327 0.34
H -0.993 2.479 -0.126 0.30
H -1.831 0.952 -2.017 0.27
H -3.077 0.465 -0.854 0.31
H -2.038 -0.769 -1.569 0.36
H -0.358 -0.541 1.587 0.45
C 2.283 -1.483 -0.250 -0.67
N 1.714 -0.165 -0.092 -0.35
O 1.919 0.402 1.206 -0.43
H 3.079 -1.673 0.472 0.27
H 1.541 -2.274 -0.112 0.24
H 2.711 -1.570 -1.248 0.30
H 0.815 0.229 -0.582 0.39
H 2.783 0.835 1.175 0.32
```

HOMO energy	-0.3047	hartree
charge	0



Arrangement B

Molecular formula: C4H12N2O2
Method: DFT, ωB97M-V/def2-TZVPD

Structure (XYZ):
```
20
Properties=species:S:1:pos:R:3:mulliken_charge:R:1
C -0.401 1.862 -0.879 -1.36
C -0.413 0.361 -0.906 0.15
O -0.336 -0.171 -2.186 -0.58
C -0.926 -0.419 0.115 0.39
N -1.630 0.121 1.212 -0.55
O -1.388 -1.692 -0.270 -0.57
H 0.122 2.237 0.002 0.33
H 0.125 2.223 -1.760 0.37
H -1.414 2.280 -0.894 0.36
H -0.637 -1.089 -2.126 0.33
H -2.569 0.445 1.025 0.20
H -1.140 0.824 1.748 0.24
H -1.903 -2.030 0.471 0.35
C 1.749 -0.900 1.169 -0.42
N 2.249 -0.221 0.037 -0.67
H 2.294 -1.812 1.422 0.38
H 1.674 -0.243 2.031 0.21
H 0.543 -1.074 0.915 0.22
H 2.621 -0.887 -0.634 0.28
H 1.380 0.188 -0.494 0.35
```

HOMO energy	-0.2858	hartree
charge	0



Least stable of them? arrangement A.



Arrangement A

Molecular formula: C2H3F3O
Method: DFT, ωB97M-V/def2-TZVPD

Structure (XYZ):
```
9
Properties=species:S:1:pos:R:3:mulliken_charge:R:1
C 1.329 -0.207 0.068 -0.52
C -1.405 -0.262 -0.189 0.38
O 1.693 0.885 -0.539 -0.35
F -2.073 -0.203 -1.367 -0.21
F -1.557 0.950 0.479 -0.21
F -1.915 -1.196 0.623 -0.20
H 0.866 -0.295 1.083 0.37
H 1.593 -1.144 -0.455 0.32
H 1.470 1.472 0.296 0.42
```

HOMO energy (spin up / spin down)	-0.3397 / -0.2891	hartree
charge	0



Arrangement B

Molecular formula: C2H3F3O
Method: DFT, ωB97M-V/def2-TZVPD

Structure (XYZ):
```
9
Properties=species:S:1:pos:R:3:mulliken_charge:R:1
C -1.816 0.051 0.700 -0.67
C -0.486 0.251 0.735 0.59
F 0.324 0.102 1.767 -0.20
F 0.239 0.962 -0.197 -0.27
H -2.387 0.441 -0.215 0.22
H -2.389 -0.353 1.458 0.32
O 2.574 -0.142 -1.490 -0.25
F 2.039 -1.365 -1.955 -0.14
H 1.901 0.053 -0.802 0.40
```

HOMO energy	-0.3920	hartree
charge	0



Least stable of them? arrangement B.



Arrangement A

Molecular formula: C3H8N3O2
Method: DFT, ωB97M-V/def2-TZVPD

Structure (XYZ):
```
16
Properties=species:S:1:pos:R:3:mulliken_charge:R:1
H -0.377 -1.526 1.337 0.34
N -0.454 -1.966 0.428 -0.41
N -1.079 -1.182 -0.261 0.47
C -1.600 0.097 0.044 -0.69
C -0.521 1.228 -0.123 -0.36
C 0.820 0.945 0.489 -0.49
N 1.800 0.214 0.023 0.78
O 2.902 -0.044 0.464 -0.64
O 1.535 -0.478 -1.166 -0.46
H -1.193 -1.453 -1.196 0.29
H -1.848 0.228 1.157 0.31
H -2.391 0.206 -0.563 0.43
H -0.343 1.332 -1.128 0.37
H -0.717 2.167 0.479 0.28
H 1.288 1.398 1.390 0.43
H 2.178 -1.163 -1.374 0.36
```

HOMO energy (spin up / spin down)	-0.4898 / -0.4898	hartree
charge	+1



Arrangement B

Molecular formula: C3H8N3O2
Method: DFT, ωB97M-V/def2-TZVPD

Structure (XYZ):
```
16
Properties=species:S:1:pos:R:3:mulliken_charge:R:1
C -1.594 0.943 0.098 -0.51
C -0.261 0.781 -0.003 0.67
C 2.140 -0.929 -0.141 -0.96
N 0.683 1.664 -0.057 -0.26
N -2.449 -0.045 -0.071 0.83
N 0.751 -1.057 -0.241 -0.31
O -1.845 -1.212 0.154 -0.38
O -3.618 0.010 -0.157 -0.52
H -2.076 1.999 -0.118 0.28
H 2.552 -0.100 0.384 0.32
H 2.716 -1.703 0.308 0.38
H 2.557 -0.821 -1.234 0.33
H 0.579 2.595 0.280 0.28
H 1.725 1.386 -0.042 0.19
H -2.422 -1.932 0.234 0.39
H 0.563 -1.581 0.606 0.29
```

HOMO energy (spin up / spin down)	-0.5173 / -0.5173	hartree
charge	+1



Least stable of them? arrangement B.